Record 1
{
  "formula": "C16H32O12",
  "method": "the ωB97M-V functional and the def2-TZVPD basis",
  "elements": ["C", "C", "O", "C", "O", "O", "C", "H", "H", "H", "H", "H", "H", "H", "H", "C", "C", "O", "C", "O", "O", "C", "H", "H", "H", "H", "H", "H", "H", "H", "C", "C", "O", "C", "O", "O", "C", "H", "H", "H", "H", "H", "H", "H", "H", "C", "C", "O", "C", "O", "O", "C", "H", "H", "H", "H", "H", "H", "H", "H"],
  "xyz": [[-2.14066, 12.25722, -10.05397], [-0.97309, 11.30032, -10.34240], [-1.48250, 10.08258, -10.89870], [-1.68302, 9.06583, -10.06439], [-1.40706, 9.03669, -8.88642], [-2.20629, 8.05608, -10.74450], [-2.56917, 6.86880, -10.09652], [-1.76303, 13.27209, -9.93430], [-2.65598, 11.93620, -9.14432], [-2.94795, 12.27053, -10.78623], [-0.32581, 11.20312, -9.47907], [-0.45944, 11.74161, -11.19552], [-2.94149, 6.18048, -10.86035], [-3.41028, 7.04317, -9.42103], [-1.73640, 6.33535, -9.63490], [0.67551, 17.64896, -5.29516], [0.71416, 16.14630, -5.08087], [1.46297, 15.55553, -6.14513], [1.52608, 14.24945, -6.24534], [1.03751, 13.46692, -5.46120], [2.18143, 13.92960, -7.35840], [2.24710, 12.54811, -7.75122], [1.61880, 18.08740, -4.95813], [-0.11747, 18.09792, -4.70000], [0.55665, 17.92895, -6.33959], [-0.32359, 15.81658, -5.17986], [1.13524, 15.80905, -4.13681], [2.83754, 12.61797, -8.65994], [1.27095, 12.12753, -7.97910], [2.78560, 12.05290, -6.94599], [2.20005, 20.56385, -6.71360], [2.75399, 21.50844, -7.73655], [2.51042, 21.11731, -9.10065], [1.27029, 21.01899, -9.52565], [0.26574, 21.31612, -8.93401], [1.29833, 20.52673, -10.76434], [0.03414, 20.44216, -11.44656], [2.56302, 19.56040, -6.91639], [1.11139, 20.63210, -6.71038], [2.48701, 20.99071, -5.74974], [3.84455, 21.51749, -7.70614], [2.48928, 22.55338, -7.56428], [-0.34566, 21.45083, -11.59318], [-0.63385, 19.84908, -10.82554], [0.27110, 19.95402, -12.38453], [7.07048, 17.15895, -11.90726], [6.92997, 15.72589, -11.42416], [5.67280, 15.22790, -11.86202], [5.41131, 13.93477, -11.77793], [6.22678, 13.04851, -11.77872], [4.10085, 13.76491, -11.72712], [3.63537, 12.44010, -11.50855], [6.12435, 17.68418, -11.77001], [7.22687, 17.19055, -12.98884], [7.92560, 17.64423, -11.44436], [6.92463, 15.70471, -10.33275], [7.75643, 15.13810, -11.82417], [3.94642, 11.80560, -12.33678], [2.54719, 12.43825, -11.55278], [3.93287, 12.09113, -10.52394]],
  "lowdin_charge": [-0.06, -0.20, 0.04, -0.60, 0.12, 0.00, -0.06, 0.08, 0.08, 0.08, 0.10, 0.12, 0.09, 0.10, 0.10, -0.07, -0.20, 0.04, -0.62, 0.12, 0.00, 0.00, 0.07, 0.08, 0.08, 0.13, 0.13, 0.07, 0.09, 0.10, -0.08, -0.21, 0.05, -0.63, 0.12, -0.01, -0.02, 0.08, 0.07, 0.09, 0.12, 0.13, 0.10, 0.09, 0.09, -0.07, -0.22, 0.03, -0.62, 0.13, 0.01, -0.04, 0.08, 0.08, 0.08, 0.13, 0.12, 0.10, 0.09, 0.09],
  "smiles": "CCOC(=O)OC.CCOC(=O)OC.CCOC(=O)OC.CCOC(=O)OC",
  "orbital_gap_ev": 11.1,
  "energy_ev": -41680.856
}



Record 2
{
  "formula": "C34H67ClN6O10S2",
  "method": "the ωB97M-V functional and the def2-TZVPD basis",
  "elements": ["C", "C", "O", "C", "O", "C", "C", "C", "C", "O", "C", "O", "C", "C", "C", "S", "C", "S", "N", "C", "C", "O", "C", "C", "C", "Cl", "C", "C", "H", "H", "H", "H", "H", "H", "H", "H", "H", "H", "H", "H", "H", "H", "H", "H", "H", "H", "H", "H", "H", "H", "H", "H", "H", "H", "H", "H", "H", "H", "H", "H", "C", "N", "C", "C", "O", "H", "H", "H", "H", "H", "H", "H", "C", "N", "C", "C", "O", "H", "H", "H", "H", "H", "H", "H", "C", "N", "C", "C", "O", "H", "H", "H", "H", "H", "H", "H", "C", "N", "C", "C", "O", "H", "H", "H", "H", "H", "H", "H", "C", "N", "C", "C", "O", "H", "H", "H", "H", "H", "H", "H"],
  "xyz": [[4.85002, 2.87387, -0.41456], [4.48415, 1.40474, -0.68219], [3.06918, 1.26874, -0.86715], [2.78598, 0.31356, -1.81073], [2.58123, -0.79175, -1.48000], [2.71647, 0.80123, -3.23625], [2.80567, -0.35612, -4.21820], [1.70646, -0.42168, -5.28672], [0.25225, -0.22994, -4.81518], [-0.08011, 1.16306, -4.97204], [-1.39920, 1.36411, -5.22557], [-1.97175, 0.85407, -6.11289], [-2.12892, 2.33889, -4.32275], [-2.99108, 3.26979, -5.21647], [-4.39447, 2.64480, -5.32280], [-5.62663, 3.47163, -4.28540], [-6.54028, 2.08321, -3.58544], [-5.66925, 0.82293, -3.03083], [-7.90185, 2.24710, -3.56142], [-8.63668, 1.00082, -3.34104], [-8.79680, 0.61537, -1.88201], [-9.37986, 1.64995, -1.07202], [-9.54497, 2.86264, -1.76457], [-8.33957, 3.28670, -2.58724], [-0.07228, -0.81966, -3.42030], [-0.51021, 0.42350, -2.19241], [-1.28482, -1.76064, -3.52651], [-1.50930, -2.60019, -2.27115], [3.93931, 3.45539, -0.53910], [5.25725, 3.01185, 0.57806], [5.56686, 3.22839, -1.14657], [5.06360, 1.05526, -1.53511], [4.77153, 0.82695, 0.19406], [3.54405, 1.49856, -3.34625], [1.80866, 1.39542, -3.31330], [3.74263, -0.23637, -4.75819], [2.86635, -1.32466, -3.73541], [1.76546, -1.41063, -5.73838], [1.85206, 0.28798, -6.09372], [-0.36483, -0.77679, -5.52206], [-1.42976, 2.96384, -3.77535], [-2.74702, 1.82141, -3.59605], [-2.99453, 4.27859, -4.81754], [-2.55296, 3.31826, -6.20644], [-4.72588, 2.66992, -6.35816], [-4.29983, 1.60451, -5.04645], [-9.62383, 1.13976, -3.78229], [-8.20424, 0.16888, -3.87728], [-9.43010, -0.27015, -1.81691], [-7.85836, 0.33762, -1.42093], [-9.71994, 3.63243, -1.01947], [-10.45772, 2.80898, -2.36628], [-7.50506, 3.49649, -1.91768], [-8.60248, 4.19962, -3.12282], [0.73232, -1.40757, -2.99177], [-2.16459, -1.12939, -3.66960], [-1.19635, -2.38927, -4.41090], [-0.75714, -3.37891, -2.19003], [-1.53030, -1.96653, -1.39340], [-2.50149, -3.03517, -2.34222], [-5.23041, -1.90221, 2.80182], [-5.49468, -1.86833, 1.36804], [-6.63555, -1.51019, 0.72770], [-7.80525, -1.07563, 1.57679], [-6.69595, -1.52896, -0.49726], [-4.40176, -1.22411, 3.02251], [-4.94014, -2.91007, 3.09098], [-6.09890, -1.60187, 3.37754], [-4.75188, -2.13148, 0.73984], [-8.63501, -0.81441, 0.92550], [-8.11986, -1.88632, 2.23514], [-7.54082, -0.19955, 2.17010], [-1.06492, -3.18665, 4.95752], [-2.39967, -3.58464, 4.52540], [-3.42688, -4.04566, 5.27725], [-3.19579, -4.18338, 6.76186], [-4.50325, -4.32597, 4.76092], [-0.89935, -2.14755, 4.68874], [-0.32810, -3.80090, 4.44003], [-0.93645, -3.30131, 6.02794], [-2.62167, -3.51421, 3.54507], [-4.10505, -4.55578, 7.22434], [-2.38970, -4.89104, 6.95811], [-2.95190, -3.21555, 7.20132], [3.10354, 0.00008, 1.91674], [2.39708, -0.87146, 2.84675], [1.89937, -0.56228, 4.06372], [2.08365, 0.85514, 4.54644], [1.32189, -1.40344, 4.74175], [2.55368, 0.04134, 0.97893], [4.09288, -0.41940, 1.73018], [3.20946, 1.00351, 2.31236], [2.24284, -1.83140, 2.58009], [1.63492, 0.95104, 5.53081], [3.14434, 1.09735, 4.62134], [1.59273, 1.55507, 3.86947], [6.37797, -3.81975, 3.98918], [6.15355, -2.50678, 3.41206], [7.01598, -1.74698, 2.68421], [8.39283, -2.30726, 2.42227], [6.67100, -0.65298, 2.26558], [5.64920, -4.52224, 3.58155], [6.24108, -3.76624, 5.07039], [7.37772, -4.18140, 3.77528], [5.25305, -2.07283, 3.55022], [8.95614, -1.58932, 1.83404], [8.92044, -2.47874, 3.36135], [8.32498, -3.24019, 1.86140], [9.97441, 4.23171, 2.68622], [9.44789, 3.67488, 1.45379], [8.72390, 2.53556, 1.28495], [8.40753, 1.71900, 2.51520], [8.35094, 2.19998, 0.17263], [9.56206, 5.23108, 2.83576], [11.06024, 4.31191, 2.61096], [9.72292, 3.61272, 3.54036], [9.62240, 4.16973, 0.59315], [7.82950, 0.84863, 2.21876], [9.32619, 1.37920, 2.99492], [7.81760, 2.30512, 3.22138]],
  "lowdin_charge": [-0.04, -0.22, -0.06, -0.54, 0.14, -0.08, -0.17, -0.11, -0.31, -0.01, -0.51, 0.16, -0.12, -0.23, -0.51, 0.88, -1.05, 0.76, -0.18, -0.18, -0.19, -0.13, -0.21, -0.13, -0.55, 0.75, -0.28, -0.11, 0.08, 0.07, 0.07, 0.13, 0.09, 0.13, 0.11, 0.11, 0.11, 0.12, 0.12, 0.13, 0.11, 0.09, 0.10, 0.11, 0.08, 0.01, 0.12, 0.11, 0.13, 0.06, 0.13, 0.12, 0.12, 0.12, 0.09, 0.10, 0.12, 0.08, 0.05, 0.07, -0.07, 0.01, -0.54, 0.00, 0.00, 0.08, 0.05, 0.08, 0.13, 0.07, 0.09, 0.09, -0.07, 0.01, -0.55, -0.01, 0.01, 0.06, 0.08, 0.08, 0.13, 0.08, 0.08, 0.08, -0.06, 0.02, -0.55, -0.01, 0.01, 0.07, 0.06, 0.09, 0.14, 0.08, 0.08, 0.09, -0.07, 0.02, -0.52, 0.00, 0.01, 0.08, 0.09, 0.07, 0.13, 0.08, 0.09, 0.09, -0.08, 0.00, -0.55, -0.01, 0.03, 0.08, 0.08, 0.07, 0.14, 0.03, 0.09, 0.09],
  "smiles": "CCOC(=O)CCC[C@H](OC(=O)CCCSC(=S)N1CCOCC1)[C@@H](Cl)CC.CNC(C)=O.CNC(C)=O.CNC(C)=O.CNC(C)=O.CNC(C)=O",
  "orbital_gap_ev": 8.3,
  "energy_ev": -99953.754
}



Record 3
{
  "formula": "C35H33N3O5SiTb",
  "method": "the ωB97M-V functional and the def2-TZVPD basis",
  "elements": ["Tb", "C", "O", "C", "C", "C", "C", "C", "C", "O", "C", "O", "C", "H", "H", "H", "H", "H", "H", "H", "H", "H", "O", "C", "O", "C", "C", "C", "C", "C", "N", "H", "H", "H", "H", "C", "C", "C", "C", "C", "C", "N", "N", "C", "C", "C", "C", "C", "C", "H", "H", "H", "H", "H", "H", "H", "H", "H", "C", "Si", "C", "C", "C", "C", "C", "C", "C", "H", "H", "H", "H", "H", "H", "H", "H", "H", "H", "H"],
  "xyz": [[0.00487, 0.04536, -0.01218], [-1.86845, 2.75402, 6.42573], [-0.83668, 3.61158, 6.00472], [-0.25705, 3.34101, 4.79278], [0.77649, 4.22212, 4.40923], [1.39126, 4.06250, 3.20124], [1.05128, 3.02695, 2.30643], [1.64620, 2.88074, 1.00925], [2.71667, 3.84572, 0.52197], [1.35321, 1.96319, 0.22365], [0.03303, 2.08111, 2.71332], [-0.30198, 1.07046, 2.03041], [-0.60773, 2.30833, 3.97056], [-2.18980, 3.12316, 7.40018], [-1.51177, 1.72140, 6.52500], [-2.71674, 2.77343, 5.73049], [1.04641, 5.01640, 5.08626], [2.16827, 4.76233, 2.93616], [2.70432, 4.81151, 1.01305], [2.58021, 3.97854, -0.54975], [3.68609, 3.37099, 0.67681], [-1.38801, 1.60715, 4.22393], [-3.88401, 1.85896, -1.12094], [-2.96544, 1.11388, -0.79362], [-1.77978, 1.40892, -0.51083], [-3.30048, -0.40387, -0.73413], [-4.62010, -0.83268, -0.84785], [-4.89174, -2.18703, -0.83328], [-3.82672, -3.07154, -0.72723], [-2.54663, -2.55776, -0.62440], [-2.28006, -1.25504, -0.61216], [-5.39318, -0.08594, -0.94872], [-5.90707, -2.55207, -0.91469], [-3.98597, -4.13898, -0.71490], [-1.68786, -3.21619, -0.55485], [5.42845, -1.84630, 1.89250], [4.41806, -0.96699, 2.26221], [3.46811, -0.57491, 1.34204], [3.51557, -1.04915, 0.02673], [4.55508, -1.90818, -0.34206], [5.48820, -2.31752, 0.59041], [2.51087, -0.62399, -0.83797], [2.54896, -1.16066, -2.00925], [1.55695, -0.84227, -2.89415], [1.80119, -1.21966, -4.23055], [0.82833, -1.03766, -5.18263], [-0.38510, -0.46276, -4.81640], [-0.60949, -0.07945, -3.50529], [0.31441, -0.27592, -2.46492], [6.15760, -2.17815, 2.61876], [4.35565, -0.60492, 3.27912], [2.65477, 0.08566, 1.61656], [4.59332, -2.26592, -1.35732], [6.25671, -3.02335, 0.30271], [2.76710, -1.62686, -4.49264], [1.00310, -1.32736, -6.21031], [-1.15627, -0.32634, -5.56445], [-1.55952, 0.39502, -3.27330], [1.45238, -3.75954, 1.47074], [0.30162, -2.20195, 1.81400], [0.86598, -1.90225, 3.67538], [-1.40586, -3.03753, 2.27046], [-2.46336, -2.22127, 2.66877], [-3.71795, -2.73239, 2.93914], [-3.95690, -4.09151, 2.80893], [-2.92397, -4.92398, 2.41533], [-1.67059, -4.39830, 2.15739], [1.46213, -4.46071, 2.30153], [2.47916, -3.44015, 1.30910], [1.14053, -4.29379, 0.57730], [0.95100, -2.84511, 4.21643], [0.14465, -1.27718, 4.19383], [1.83154, -1.40632, 3.72147], [-2.29569, -1.15467, 2.75354], [-4.52394, -2.07286, 3.23433], [-4.93937, -4.49819, 3.01406], [-3.09926, -5.98671, 2.29882], [-0.87579, -5.06011, 1.85036]],
  "lowdin_charge": [1.48, -0.10, -0.08, -0.28, -0.03, -0.04, -0.09, -0.36, 0.00, -0.13, -0.33, -0.21, 0.06, 0.09, 0.10, 0.10, 0.11, 0.10, 0.06, 0.09, 0.09, 0.11, 0.03, -0.63, -0.16, -0.17, 0.00, -0.06, -0.06, -0.14, 0.05, 0.11, 0.10, 0.10, 0.11, -0.10, -0.08, -0.05, -0.28, -0.03, -0.09, 0.00, 0.08, -0.33, -0.05, -0.12, -0.10, -0.14, -0.16, 0.10, 0.10, 0.09, 0.10, 0.10, 0.10, 0.09, 0.09, 0.08, -0.26, 0.56, -0.24, -0.33, -0.13, -0.10, -0.12, -0.12, -0.12, 0.01, -0.01, 0.00, 0.01, 0.00, -0.01, 0.09, 0.10, 0.09, 0.09, 0.08],
  "multiplicity": 7,
  "charge": -1,
  "orbital_gap_ev": [6.3, 6.1],
  "energy_ev": -81854.781
}



Record 4
{
  "formula": "C4H14N",
  "method": "the ωB97M-V functional and the def2-TZVPD basis",
  "elements": ["C", "C", "H", "H", "H", "H", "H", "H", "C", "C", "N", "H", "H", "H", "H", "H", "H", "H", "H"],
  "xyz": [[0.73655, -1.93838, -1.45486], [-0.09412, -2.31697, -0.21264], [0.12568, -2.02758, -2.35404], [1.22580, -0.96955, -1.40065], [1.51567, -2.68791, -1.59252], [0.06673, -1.79420, 0.73810], [0.03122, -3.35007, 0.08315], [-1.12149, -2.14289, -0.52550], [-0.42935, 1.94118, 0.37739], [1.05969, 1.77500, 0.51687], [-1.18544, 0.67274, 0.72943], [-0.79241, 2.62567, 1.14445], [-0.80558, 2.32128, -0.56883], [1.37273, 2.11911, 1.50444], [1.59736, 2.41545, -0.17703], [-0.97986, 0.39879, 1.69084], [-2.16597, 0.72384, 0.44693], [-0.81985, -0.13012, 0.19851], [1.41926, 0.75437, 0.39042]],
  "lowdin_charge": [-0.14, -0.17, 0.07, 0.05, 0.07, 0.05, 0.08, 0.06, -0.18, -0.06, 0.19, 0.13, 0.13, 0.09, 0.10, 0.18, 0.18, 0.10, 0.07],
  "charge": 1,
  "orbital_gap_ev": 12.0,
  "energy_ev": -5858.183
}



Record 5
{
  "formula": "Cl2HPS2",
  "method": "the ωB97M-V functional and the def2-TZVPD basis",
  "elements": ["P", "S", "S", "Cl", "Cl", "H"],
  "xyz": [[1.04155, -0.49701, -0.06649], [1.40018, 1.37222, 0.07250], [0.78044, -1.49962, -1.73761], [-2.54143, 0.78866, -0.38261], [1.01820, -1.59149, 1.65754], [-1.69894, 1.42724, 0.45666]],
  "lowdin_charge": [-0.54, 0.18, 0.16, 0.21, 0.20, -0.21],
  "orbital_gap_ev": 8.2,
  "energy_ev": -56021.426
}



Q: Number 4 is which compound?
A: C4H14N